The following is a DFT calculation (ωB97M-V/def2-TZVPD) of a structure of composition C43H85CsN6O4P2 in a non-equilibrium geometry.

Results
E_HOMO   -5.86 eV
LUMO energy   0.203 eV
HOMO-LUMO gap   6.066 eV
Multiplicity   1
Total energy   -3021.7358 Ha
Largest force on an atom   1.3 eV/A

```
141
Properties=species:S:1:pos:R:3:lowdin_charge:R:1
Cs -0.227 -0.391 0.334 1.0469
N -0.291 -1.411 -2.704 -0.0370
C -0.049 -1.053 -4.103 -0.2487
C 1.432 -0.772 -4.361 -0.2300
N 2.054 0.018 -3.304 -0.0505
C 3.348 -0.494 -2.867 -0.2355
C 3.686 -0.025 -1.461 -0.2560
N 2.740 -0.605 -0.506 -0.0541
H 0.300 -2.181 -2.404 0.0261
H -1.250 -1.717 -2.579 0.0584
H -0.633 -0.155 -4.311 0.0802
H -0.370 -1.822 -4.816 0.1107
H 1.517 -0.259 -5.325 0.1091
H 1.958 -1.727 -4.479 0.0899
H 1.433 0.035 -2.503 0.0596
H 4.128 -0.164 -3.559 0.1152
H 3.365 -1.597 -2.866 0.0973
H 3.592 1.061 -1.411 0.1074
H 4.733 -0.282 -1.253 0.1062
H 2.867 -0.200 0.416 0.0485
H 2.871 -1.610 -0.435 0.0068
C 1.607 -1.658 2.790 -0.1656
O 1.251 -0.289 2.729 -0.4161
C 1.966 0.455 3.686 -0.2060
C 1.651 1.920 3.543 -0.1931
O 2.246 2.422 2.366 -0.1214
C 1.894 3.768 2.139 -0.1959
C 2.601 4.297 0.920 -0.2148
O 2.037 3.777 -0.260 -0.1818
C 2.598 4.387 -1.404 -0.1101
H 1.390 -2.084 3.775 0.0873
H 2.677 -1.776 2.588 0.0768
H 1.022 -2.203 2.046 0.0211
H 3.050 0.319 3.565 0.1367
H 1.679 0.119 4.691 0.1309
H 2.056 2.451 4.415 0.1331
H 0.563 2.068 3.526 0.1284
H 2.195 4.385 2.998 0.1313
H 0.807 3.860 2.014 0.1284
H 3.666 4.033 0.986 0.1354
H 2.521 5.394 0.925 0.1292
H 2.377 5.461 -1.422 0.0914
H 2.168 3.903 -2.278 0.0846
H 3.687 4.268 -1.425 0.0905
C 2.403 -6.502 -2.066 -0.1178
C 1.635 -5.182 -1.992 -0.5233
C 2.091 -4.313 -3.167 -0.1424
P 1.643 -4.177 -0.374 1.0996
C 3.208 -4.828 0.434 -0.5639
C 3.230 -4.616 1.949 -0.1074
C 4.430 -4.182 -0.224 -0.1220
C 0.337 -5.053 0.563 -0.3215
C 0.496 -6.429 0.798 -0.0864
C -0.489 -7.247 1.307 -0.2941
C -0.270 -8.720 1.531 -0.0636
C -1.718 -6.638 1.587 -0.0486
C -1.895 -5.289 1.423 -0.0354
C -0.868 -4.411 0.959 -0.3290
N -1.031 -3.051 1.034 -0.1112
C -2.324 -2.582 0.911 -0.4748
C -3.129 -2.976 -0.181 -0.0474
C -4.441 -2.568 -0.322 -0.0675
C -5.019 -1.693 0.595 -0.3053
C -6.449 -1.234 0.458 -0.0451
C -4.224 -1.255 1.648 -0.0794
C -2.912 -1.686 1.845 -0.3588
P -1.843 -1.170 3.236 1.0627
C -2.901 -0.185 4.430 -0.5364
C -3.148 1.226 3.885 -0.1350
C -4.183 -0.801 5.011 -0.1050
C -1.626 -2.788 4.159 -0.5265
C -2.858 -3.675 4.344 -0.1025
C -0.932 -2.539 5.500 -0.1239
H 2.244 -6.947 -3.053 0.0791
H 3.477 -6.339 -1.956 0.0706
H 2.082 -7.236 -1.331 0.0575
H 0.570 -5.399 -2.120 0.1031
H 3.173 -4.157 -3.143 0.0656
H 1.852 -4.792 -4.121 0.0829
H 1.619 -3.333 -3.155 0.0147
H 3.255 -5.901 0.245 0.0764
H 3.530 -3.597 2.192 0.0494
H 2.254 -4.803 2.399 0.0677
H 3.952 -5.289 2.417 0.0814
H 4.387 -4.236 -1.313 0.0511
H 4.504 -3.128 0.055 0.0615
H 5.352 -4.673 0.099 0.0814
H 1.454 -6.884 0.582 0.0830
H 0.774 -8.988 1.362 0.0691
H -0.531 -9.008 2.551 0.0732
H -0.883 -9.322 0.856 0.0745
H -2.536 -7.237 1.976 0.1121
H -2.846 -4.853 1.693 0.0966
H -2.693 -3.663 -0.899 0.1178
H -5.027 -2.928 -1.162 0.1121
H -6.958 -1.784 -0.334 0.0746
H -7.003 -1.393 1.385 0.0794
H -6.513 -0.170 0.218 0.0641
H -4.671 -0.574 2.362 0.0898
H -2.192 -0.063 5.257 0.0888
H -3.857 1.226 3.054 0.0547
H -3.562 1.868 4.667 0.0792
H -2.217 1.678 3.537 0.0497
H -4.729 -1.402 4.287 0.0613
H -3.960 -1.440 5.864 0.0590
H -4.851 -0.012 5.367 0.0753
H -0.931 -3.320 3.505 0.0792
H -3.459 -3.356 5.195 0.0561
H -3.494 -3.674 3.460 0.0613
H -2.544 -4.706 4.527 0.0810
H -1.623 -2.108 6.228 0.0664
H -0.562 -3.479 5.916 0.0822
H -0.084 -1.857 5.401 0.0506
N -3.138 0.409 -1.350 0.0195
C -4.041 1.547 -1.513 -0.2597
C -4.557 2.049 -0.162 -0.1931
C -3.638 3.056 0.513 -0.2864
N -2.318 2.482 0.745 0.0123
H -2.633 0.233 -2.210 0.0445
H -3.655 -0.430 -1.110 0.0365
H -4.901 1.314 -2.157 0.1045
H -3.477 2.348 -1.997 0.0926
H -4.683 1.184 0.498 0.0802
H -5.540 2.510 -0.286 0.1103
H -4.126 3.415 1.432 0.1024
H -3.519 3.925 -0.143 0.0980
H -2.413 1.624 1.278 0.0068
H -1.741 3.119 1.281 0.0631
C -1.520 3.874 -4.687 -0.1556
C -0.801 4.820 -3.724 -0.1589
C -1.062 4.133 -2.391 -0.2059
O -1.039 2.736 -2.664 -0.1529
C -1.232 2.511 -4.059 -0.2102
H -1.160 3.940 -5.712 0.1112
H -2.593 4.077 -4.681 0.1129
H -1.185 5.838 -3.755 0.1122
H 0.269 4.839 -3.938 0.1086
H -2.046 4.417 -1.995 0.1069
H -0.314 4.342 -1.626 0.1070
H -2.054 1.803 -4.199 0.1101
H -0.317 2.073 -4.472 0.1110
```